{
  "formula": "C31H28F5N4O3SeV",
  "method": "ωB97M-V/def2-TZVPD",
  "multiplicity": 4,
  "max_force_ev_per_a": 0.966,
  "orbital_gap_ev": [5.33, 6.22],
  "total_energy_ha": -5487.688586,
  "homo_energy_ev": [-3.388, -4.521],
  "charge": -1,
  "s2": 3.811,
  "symbols": ["V", "C", "C", "C", "C", "C", "C", "C", "C", "C", "C", "H", "H", "H", "H", "H", "H", "H", "H", "H", "H", "H", "H", "H", "H", "H", "N", "C", "O", "C", "C", "H", "H", "H", "H", "H", "H", "O", "N", "O", "C", "C", "C", "C", "C", "C", "N", "C", "C", "N", "C", "C", "C", "C", "H", "H", "H", "H", "H", "H", "H", "F", "C", "C", "F", "C", "F", "C", "Se", "C", "F", "C", "F"],
  "positions_angstrom": [[-0.581, 0.556, 0.411], [-2.727, 1.057, -0.225], [-2.649, -0.356, -0.172], [-1.722, -0.781, -1.155], [-1.208, 0.368, -1.808], [-1.826, 1.514, -1.224], [-1.647, 2.939, -1.646], [-0.272, 0.363, -2.977], [-1.422, -2.209, -1.487], [-3.522, -1.250, 0.651], [-3.765, 1.896, 0.449], [-2.434, 3.249, -2.339], [-0.692, 3.090, -2.151], [-1.675, 3.624, -0.796], [-0.839, 0.310, -3.911], [0.409, -0.489, -2.959], [0.332, 1.271, -3.017], [-2.305, -2.680, -1.926], [-1.138, -2.791, -0.609], [-0.588, -2.308, -2.180], [-4.535, -1.294, 0.239], [-3.604, -0.913, 1.685], [-3.138, -2.270, 0.668], [-4.643, 1.987, -0.198], [-3.417, 2.906, 0.662], [-4.105, 1.457, 1.389], [1.569, -2.943, 1.256], [0.678, -1.959, 1.243], [0.707, -1.107, 0.329], [-0.396, -1.829, 2.282], [-0.779, -0.351, 2.380], [2.170, -3.066, 0.432], [1.459, -3.693, 1.915], [-0.083, -2.317, 3.214], [-1.238, -2.416, 1.897], [-0.066, 0.162, 3.037], [-1.761, -0.251, 2.853], [2.654, 7.381, 1.371], [1.704, 6.699, 1.807], [0.879, 7.177, 2.627], [1.549, 5.395, 1.341], [2.485, 4.925, 0.415], [2.409, 3.621, -0.094], [3.355, 3.065, -0.996], [3.227, 1.771, -1.410], [2.147, 0.994, -0.959], [1.235, 1.492, -0.135], [1.365, 2.768, 0.294], [0.368, 3.251, 1.225], [-0.608, 2.368, 1.530], [-1.499, 2.690, 2.460], [-1.485, 3.924, 3.085], [-0.524, 4.855, 2.747], [0.460, 4.540, 1.794], [3.281, 5.587, 0.114], [4.182, 3.677, -1.336], [3.938, 1.315, -2.084], [2.027, -0.035, -1.267], [-2.229, 1.931, 2.701], [-2.231, 4.149, 3.834], [-0.493, 5.827, 3.209], [3.370, -7.736, -5.533], [3.172, -6.661, -4.755], [3.466, -6.702, -3.406], [3.955, -7.830, -2.870], [3.253, -5.582, -2.621], [3.563, -5.716, -1.319], [2.749, -4.382, -3.111], [2.446, -2.858, -1.998], [2.468, -4.388, -4.473], [1.972, -3.296, -5.076], [2.668, -5.490, -5.287], [2.375, -5.432, -6.595]],
  "lowdin_charge": [0.8538, -0.2856, -0.2663, -0.2477, -0.2517, -0.2762, -0.0175, -0.0209, -0.0214, -0.0319, -0.0308, 0.0871, 0.0779, 0.0754, 0.0912, 0.0526, 0.0702, 0.0907, 0.0716, 0.0412, 0.0878, 0.0708, 0.0700, 0.0907, 0.0698, 0.0753, 0.1942, -0.4973, -0.1005, -0.1818, -0.2042, -0.0124, 0.1118, 0.1083, 0.1033, 0.0544, 0.0331, -0.0393, -0.3906, -0.0587, -0.1213, 0.0282, -0.1528, -0.0046, -0.0329, -0.1114, 0.0479, -0.1392, -0.1241, 0.0314, -0.1372, -0.0376, 0.0151, -0.0385, 0.1092, 0.1164, 0.1113, 0.0559, 0.1003, 0.1054, 0.0937, 0.0972, -0.1571, -0.1581, 0.0970, -0.2704, 0.0492, -0.5621, 0.6174, -0.2716, 0.0557, -0.1572, 0.0983]
}